# 1
C5H9NO2 | ωB97M-V/def2-TZVPD

Each line ends with the Mulliken charge.
Atoms and positions in Å:
C: 1.4525 1.3865 1.1988  -1.02
C: 0.7092 0.9477 -0.0534  0.65
N: 2.0812 -1.1052 -0.7237  -0.47
O: 0.8569 -0.5753 -0.2543  -0.23
O: 0.7611 1.6049 -1.0694  -0.52
H: 2.7243 -0.3170 -0.5436  0.16
H: 2.7093 -1.4200 -1.4613  0.26
H: 1.3262 0.6696 2.0074  0.31
H: 2.5220 1.4773 1.0033  0.35
H: 1.1405 2.4009 1.4410  0.36
C: -2.6149 -1.4137 -0.7083  -1.00
C: -1.7552 -0.4540 -0.0449  0.40
C: -1.4620 0.5571 0.6020  -0.47
H: -2.6078 -2.3804 -0.2018  0.27
H: -3.6498 -1.0597 -0.7337  0.30
H: -2.2959 -1.5730 -1.7386  0.29
H: -1.8976 1.2543 1.2804  0.38

Output
ΔE to the lowest compared entry with this formula, charge and spin = 787.5 kJ/mol
Energy = -10908.4136 eV
Frontier orbital gap = 0.295 Ha
LUMO = -0.10 eV
Net charge = 0
Structure (SMILES) = CC(=O)ON.C#CC

=====

# 2
C8H11N4O3 | ωB97M-V/def2-TZVPD

Each line ends with the Mulliken charge.
Atoms and positions in Å:
C: 0.8662 -1.5494 0.9088  -0.51
C: 2.2256 -1.5584 0.4594  -0.30
C: -0.0386 -0.5061 0.6709  0.34
C: 3.0250 -0.5327 0.0935  -0.43
C: 2.6556 1.5495 1.2506  0.34
C: 2.5861 0.9451 -0.0659  0.28
C: 1.0139 2.5151 -1.0553  -0.94
C: -2.3928 -1.0989 0.2255  -0.90
N: 2.3428 2.0694 2.2286  -0.50
N: 1.2413 1.1390 -0.6955  -0.11
N: 4.3567 -0.8509 -0.3552  0.94
N: -1.3770 -0.5636 1.2120  -0.09
O: 4.6326 -2.0286 -0.5762  -0.58
O: 5.1178 0.1143 -0.4723  -0.56
O: 0.1012 0.6851 0.0862  -0.32
H: 0.3559 -2.4288 1.3520  0.27
H: 2.8264 -2.5706 0.5767  0.37
H: 3.2079 1.4882 -0.7858  0.53
H: 1.4613 3.1820 -0.4083  0.39
H: 1.5148 2.7346 -2.0593  0.35
H: -0.0633 2.6145 -1.2978  0.34
H: -2.4745 -0.5496 -0.6246  0.39
H: -2.2122 -2.2041 -0.0433  0.30
H: -3.2646 -0.9886 0.7217  0.47
H: -1.3329 -1.2889 1.9652  0.47
H: -1.6160 0.3347 1.6576  0.43

Output
ΔE to the lowest compared entry with this formula, charge and spin = 210.7 kJ/mol
Energy = -20562.5730 eV
Frontier orbital gap (alpha / beta) = 0.304 / 0.304 Ha
LUMO (alpha / beta) = -4.64 / -4.64 eV
Net charge = +1
Structure (SMILES) = C[NH2+]C1=CC=C([N+](=O)[O-])[C@H](C#N)N(C)O1

=====

# 3
C2H4O4 | ωB97M-V/def2-TZVPD

Each line ends with the Mulliken charge.
Atoms and positions in Å:
C: -0.1387 0.6989 0.3292  0.47
C: -1.3796 1.1885 -0.3702  -0.92
O: 0.5021 0.9093 1.2567  -0.42
O: 1.4250 -2.1906 0.7741  -0.26
O: 0.5470 -0.6458 -0.7257  -0.10
O: 1.6447 -1.0531 -0.0815  0.04
H: -1.0919 1.4841 -1.4512  0.24
H: -1.6687 2.0196 0.0820  0.38
H: -2.0339 0.2836 -0.3825  0.23
H: 2.1940 -2.6946 0.5691  0.35

Output
ΔE to the lowest compared entry with this formula, charge and spin = 557.1 kJ/mol
Energy = -10317.8346 eV
Frontier orbital gap (alpha / beta) = 0.187 / 0.309 Ha
Expectation value of S² = 2.008
2S+1 = 3
LUMO (alpha / beta) = 0.53 / -2.96 eV
Net charge = 0

=====

# 4
C18H23N5OS | ωB97M-V/def2-TZVPD

Each line ends with the Mulliken charge.
Atoms and positions in Å:
N: 3.4811 -4.5084 6.2009  -0.41
C: 3.7123 -3.7496 5.3711  0.32
C: 4.0286 -2.7732 4.3759  0.37
N: 4.2646 -3.1136 3.1619  -1.07
N: 4.5438 -2.0231 2.4243  0.57
C: 4.5110 -0.7714 3.0324  0.49
N: 4.7298 0.3720 2.5567  -0.50
C: 5.0775 0.4678 1.1452  -1.33
C: 3.8524 0.3794 0.2405  1.21
C: 4.1622 0.5620 -1.2467  -1.09
C: 2.7762 0.7674 -1.8488  -0.87
C: 2.0755 1.6876 -0.8322  0.17
N: 0.6299 1.5014 -0.7646  -0.19
C: 0.0687 0.3157 -0.4278  0.58
O: 0.7139 -0.6588 -0.0783  -0.60
C: -1.3890 0.3054 -0.5042  -0.33
C: -2.5883 0.2691 -0.5578  -0.61
C: -4.0478 0.2044 -0.6136  0.79
C: -4.6354 1.3965 -1.3839  -0.89
C: -6.1577 1.3156 -1.4367  -0.68
C: -6.6222 -0.0056 -2.0447  -0.62
C: -6.0403 -1.1915 -1.2795  -0.66
C: -4.5177 -1.1247 -1.2258  -0.89
C: 2.7946 1.4526 0.5220  -1.37
S: 4.1029 -1.0642 4.7333  -0.17
H: 4.6695 -2.1548 1.4361  0.32
H: 5.5628 1.4336 0.9890  0.46
H: 5.8107 -0.3002 0.8561  0.45
H: 3.3764 -0.5997 0.3664  -0.01
H: 4.7801 1.4571 -1.3804  0.30
H: 4.7012 -0.2798 -1.6850  0.41
H: 2.7877 1.1971 -2.8506  0.39
H: 2.2533 -0.1870 -1.8824  0.36
H: 2.2116 2.7256 -1.1374  0.55
H: 0.0157 2.2440 -1.0486  0.29
H: -4.4135 0.2505 0.4196  0.25
H: -4.3100 2.3276 -0.9161  0.39
H: -4.2243 1.3861 -2.3984  0.32
H: -6.5575 1.4042 -0.4205  0.34
H: -6.5535 2.1600 -2.0044  0.32
H: -7.7126 -0.0567 -2.0529  0.32
H: -6.2942 -0.0555 -3.0887  0.31
H: -6.4368 -1.1907 -0.2582  0.33
H: -6.3520 -2.1328 -1.7361  0.32
H: -4.1031 -1.2029 -2.2358  0.32
H: -4.1077 -1.9546 -0.6483  0.39
H: 2.0926 1.1444 1.2940  0.31
H: 3.2770 2.3719 0.8632  0.35

Output
ΔE to the lowest compared entry with this formula, charge and spin = 256.0 kJ/mol
Energy = -39370.6707 eV
Frontier orbital gap = 0.329 Ha
LUMO = 0.27 eV
Net charge = 0
Structure (SMILES) = N#Cc1n[nH]/c(=N\C[C@@H]2CC[C@@H](NC(=O)C#CC3CCCCC3)C2)s1

=====

# 5
C19H27IrN5O4P | ωB97M-V/def2-TZVPD

Each line ends with the Mulliken charge.
Atoms and positions in Å:
Ir: 0.0973 0.7392 0.1503  2.61
C: 0.5354 3.3654 -3.2811  -1.84
C: 0.8637 2.4668 -2.1170  1.15
O: -0.1792 2.0758 -1.3971  -1.11
C: 2.1650 2.1144 -1.9114  -1.14
C: 2.7619 1.3098 -0.8866  1.30
C: 4.2477 1.1629 -0.8440  -1.37
N: 2.0362 0.7070 0.0162  0.16
N: 2.6743 -0.0943 0.9520  -0.94
C: 1.8288 -0.6050 1.7947  0.34
O: 0.5291 -0.3725 1.7349  -0.71
C: 2.3024 -1.4912 2.8727  0.52
C: 1.4126 -1.9351 3.8477  -0.29
C: 1.8583 -2.7631 4.8649  -0.73
C: 3.1897 -3.1518 4.9106  -0.40
C: 4.0790 -2.7101 3.9393  -0.71
C: 3.6402 -1.8810 2.9223  -0.35
H: -0.4012 3.9002 -3.1303  0.36
H: 0.4557 2.7886 -4.2045  0.33
H: 1.3141 4.1109 -3.4246  0.45
H: 2.8687 2.5478 -2.6076  0.37
H: 4.7100 1.6797 -1.6796  0.40
H: 4.5217 0.1082 -0.8565  0.34
H: 4.6325 1.5684 0.0925  0.34
H: 0.3793 -1.6186 3.8132  0.45
H: 1.1694 -3.1020 5.6269  0.40
H: 3.5369 -3.7972 5.7063  0.40
H: 5.1167 -3.0121 3.9776  0.40
H: 4.3256 -1.5302 2.1638  0.45
N: -2.6729 2.7027 -2.0195  -0.06
C: -3.1984 2.7690 -0.6233  -0.95
P: -3.2189 1.0162 -0.0647  1.12
O: -3.5993 0.2120 -1.2637  -1.01
O: -1.9745 0.7044 0.7269  -0.74
C: -4.6455 0.8179 1.0888  -0.83
N: -5.1064 -0.5987 0.8761  -0.27
H: -3.1352 1.9217 -2.5027  0.36
H: -1.6295 2.4727 -1.9524  0.09
H: -2.8221 3.5690 -2.5341  0.47
H: -4.1961 3.2041 -0.6355  0.57
H: -2.5343 3.3852 -0.0210  0.34
H: -5.4720 1.4663 0.8039  0.44
H: -4.3979 0.9634 2.1370  0.38
H: -4.4603 -1.2644 1.3050  0.32
H: -5.0970 -0.7818 -0.1409  0.33
H: -6.0369 -0.7704 1.2611  0.39
C: -0.3374 -3.2027 -2.4127  -0.18
C: 0.2448 -2.0695 -2.9600  -1.02
C: 0.3508 -0.9302 -2.1913  0.14
N: -0.1106 -0.8948 -0.9302  -0.38
C: -0.6658 -1.9882 -0.3836  -0.03
C: -0.7926 -3.1572 -1.1048  -1.01
H: -0.4218 -4.1114 -2.9930  0.45
H: 0.6298 -2.0631 -3.9694  0.48
H: 0.8242 -0.0309 -2.5601  0.36
H: -0.9684 -1.8975 0.6489  0.57
H: -1.2277 -4.0250 -0.6305  0.46

Output
ΔE to the lowest compared entry with this formula, charge and spin = 19.5 kJ/mol
Energy = -47897.8406 eV
Frontier orbital gap = 0.251 Ha
LUMO = -5.95 eV
Net charge = +2

=====

# 6
C12H7N4O6S | ωB97M-V/def2-TZVPD

Each line ends with the Mulliken charge.
Atoms and positions in Å:
C: 1.8122 -0.5598 2.8824  -0.48
N: 2.7848 0.1766 1.7785  0.89
O: 3.9927 -0.1076 1.8784  -0.59
O: 2.2823 0.8749 0.8843  -0.61
C: 0.4068 -0.3917 2.3557  0.64
C: -0.0896 0.8388 1.9014  -0.08
C: -1.4566 0.9536 1.5528  -0.85
C: -2.3049 -0.1647 1.5956  0.44
C: -3.7385 -0.0114 1.4415  0.04
N: -4.8922 0.1116 1.2897  -0.55
C: -1.7163 -1.4306 1.8100  -0.66
C: -0.3730 -1.5472 2.1593  -0.45
H: 2.0503 -1.6118 2.8387  0.51
H: 0.5298 1.7353 1.8311  0.42
H: -1.8626 1.9464 1.3096  0.37
H: -2.3641 -2.3013 1.7538  0.42
H: 0.0804 -2.5188 2.3284  0.44
O: 0.0162 1.3191 8.3571  -0.67
N: 0.6538 1.6845 7.3556  0.93
O: 0.9179 2.8898 7.0759  -0.67
C: 1.1615 0.7596 6.4351  -0.11
C: 1.1227 -0.6342 6.4632  -0.23
C: 1.7946 -1.1514 5.3642  -0.67
N: 1.7315 -2.5554 5.1341  1.00
O: 2.2106 -3.0579 4.0780  -0.72
O: 1.1893 -3.2629 6.0167  -0.71
C: 2.3218 -0.2293 4.2661  0.09
S: 2.0074 1.4158 5.0486  -0.25
H: 0.5763 -1.2201 7.2123  0.48
H: 3.4150 -0.2357 4.2259  0.62

Output
ΔE to the lowest compared entry with this formula, charge and spin = 0.0 kJ/mol
Energy = -41630.9636 eV
Frontier orbital gap = 0.239 Ha
LUMO = 2.12 eV
Net charge = -1

=====

- What is the formula in the first record?
  C5H9NO2

=====

- What is the net charge in the second record?
  +1

=====

- ΔE to the lowest compared entry with this formula, charge and spin of number 2 (C8H11N4O3)?
  210.7 kJ/mol